C39H51GeN12OSSeTi as an isolated structure, computed with the ωB97M-V functional and the def2-TZVPD basis.

XYZ file:
```
107
Properties=species:S:1:pos:R:3
Ti 0.71527 0.13561 0.21523
C -2.88182 -1.68552 4.21478
N -2.39891 -1.30437 2.88440
C -1.31100 -0.63685 2.54453
N -1.23651 -0.54434 1.21905
C -2.36256 -1.20108 0.80601
N -3.08905 -1.68432 1.77738
C -1.93399 -2.59310 4.95767
C -1.91792 -2.52041 6.34397
C -1.10269 -3.36584 7.08053
C -0.26069 -4.25301 6.43510
C -0.25136 -4.30954 5.04387
C -1.10821 -3.49984 4.30533
C 0.73211 -5.19527 4.40535
N 1.42650 -6.12232 4.95567
N 2.29872 -6.59440 3.97002
C 2.05297 -5.90663 2.91667
O 1.04854 -5.00667 3.09558
C 2.75852 -5.93609 1.63029
C 4.01758 -6.52917 1.58064
C 4.74571 -6.49589 0.40518
C 4.23277 -5.85618 -0.71526
C 2.96803 -5.28606 -0.67601
C 2.41549 -4.64256 -1.92314
N 1.54975 -3.49593 -1.62662
C 1.83720 -2.36308 -1.02012
N 0.72906 -1.63641 -0.88802
C -0.22820 -2.42891 -1.45811
N 0.21855 -3.57030 -1.89809
C 2.22434 -5.33919 0.49633
H -3.83888 -2.16889 4.03134
H -3.06779 -0.78036 4.78921
H -0.59994 -0.24014 3.25077
H -2.66006 -1.29949 -0.22370
H -2.54780 -1.80024 6.85469
H -1.10363 -3.31073 8.16075
H 0.41175 -4.89219 6.99251
H -1.10876 -3.56382 3.22309
H 4.41970 -6.98847 2.47413
H 5.72965 -6.94490 0.36673
H 4.82341 -5.80319 -1.62342
H 1.77798 -5.32887 -2.47603
H 3.21500 -4.31713 -2.58513
H 2.82489 -2.08765 -0.68516
H -1.26191 -2.15150 -1.55018
H 1.23686 -4.89540 0.53967
Se 1.51274 -2.34331 2.19712
N 1.84788 -0.61707 1.59649
C 3.07742 -0.27322 2.15728
C 3.72041 0.96053 1.97554
C 4.93820 1.18150 2.57256
C 5.54903 0.18205 3.36246
C 4.94511 -1.02780 3.55553
C 3.68180 -1.29063 2.95889
N 3.03393 -2.45864 3.12919
H 3.24940 1.72506 1.37440
H 5.43432 2.13444 2.44065
H 6.50839 0.38200 3.82360
H 5.40058 -1.79986 4.16104
C 2.88887 2.12525 -4.05266
Ge 1.42635 1.41169 -2.98737
C 0.77350 -0.18909 -3.89556
C -0.03910 2.70656 -3.06103
C 2.00003 1.08523 -1.14664
H 2.52951 2.42258 -5.04040
H 3.67205 1.37596 -4.18122
H 3.32949 2.99702 -3.56557
H 0.63316 0.04359 -4.95313
H -0.18770 -0.52117 -3.50049
H 1.48380 -1.01616 -3.82430
H -0.38741 2.78515 -4.09302
H 0.30127 3.69395 -2.73888
H -0.88584 2.40711 -2.43959
H 2.32285 2.06018 -0.76551
H 2.91209 0.47478 -1.22759
C 1.88958 7.19837 3.33404
C 1.57636 5.94732 2.52222
C 2.16621 5.99881 1.11732
C 1.95237 4.71649 0.32821
N 0.53046 4.51230 0.02502
C -0.25510 3.52369 0.44785
S 0.33525 2.32822 1.54175
N -1.52083 3.54333 0.03066
C -2.59291 2.62576 0.41365
C -3.86689 3.37355 0.78599
C -3.86848 3.96265 2.19508
C -2.81641 5.03800 2.45815
H 1.46600 7.14138 4.33678
H 1.48493 8.09233 2.85397
H 2.96752 7.33847 3.43709
H 0.49130 5.81732 2.45709
H 1.95787 5.05986 3.03574
H 3.24183 6.18850 1.16964
H 1.73717 6.84372 0.56522
H 2.28085 3.85606 0.90569
H 2.50608 4.72638 -0.61101
H 0.10037 5.23002 -0.54165
H -1.79087 4.28829 -0.59613
H -2.23145 2.03971 1.25504
H -2.77936 1.93766 -0.41553
H -4.69957 2.67395 0.68763
H -4.05457 4.16442 0.04982
H -3.73658 3.14565 2.91176
H -4.86069 4.37517 2.38696
H -1.80342 4.62949 2.46142
H -2.97722 5.50557 3.42961
H -2.86249 5.82939 1.70448
```

- Total charge: +1
- E_tot: -7974.87515 hartree



A 14-piece molecular cluster, C3H37N2O13S overall, computed with the ωB97M-V functional and the def2-TZVPD basis.

XYZ file:
```
56
Properties=species:S:1:pos:R:3
N 0.10861 -2.57192 -0.95901
C -1.09736 -1.85615 -1.53481
C -2.23258 -2.84682 -1.81749
S -1.69892 -4.04221 -3.10880
C -1.57263 -0.79955 -0.48509
N -0.55158 0.20952 -0.19994
H 0.89117 -1.90304 -0.82068
H -0.06346 -2.96120 -0.00808
H 0.40832 -3.35395 -1.52553
H -0.79119 -1.34922 -2.47393
H -2.56295 -3.37317 -0.85547
H -3.14232 -2.38224 -2.13844
H -2.30721 -5.14476 -2.65869
H -1.89311 -1.30174 0.42450
H -2.45891 -0.32961 -0.87710
H -0.28043 0.70764 -0.99931
H 0.25162 -0.19784 0.23207
H 1.45706 2.37684 -2.27525
H 2.42476 1.99668 -3.46516
O 1.73228 1.64744 -2.90043
H 1.59626 1.36794 2.03930
H 2.50262 0.57966 3.03107
O 1.58406 0.59299 2.68122
H 2.99352 -0.94093 -1.91586
H 2.07582 0.26921 -1.98451
O 2.30950 -0.51558 -1.47105
H -1.66058 -0.79501 2.97237
H -2.63714 -1.92124 3.35142
O -2.02262 -1.64045 2.68197
H -1.27133 1.40145 0.84181
H -1.59371 2.01082 2.30607
O -1.41029 2.27013 1.38934
H 0.01452 3.61574 -1.24069
H 1.19985 3.23474 -0.34087
O 1.00564 3.51898 -1.24915
H -1.77507 3.03054 -0.16512
H -2.14001 4.14880 -1.09116
O -1.66393 3.40853 -1.03151
H -1.31643 1.72436 -2.69386
H 0.01583 1.20751 -3.26885
O -0.84823 0.91148 -2.95073
H 2.68838 -1.66594 1.00503
H 1.66480 -0.82243 1.73431
O 1.71629 -1.59507 1.15698
H -0.92422 -2.79529 2.00320
H 0.49172 -2.85335 1.82695
O -0.24836 -3.33517 1.57539
H 2.90731 0.16533 -0.00972
H 3.96748 1.10689 0.57294
O 3.40515 0.41331 0.81341
H -0.97384 0.89704 4.49991
H -0.02228 0.57432 3.30392
O -0.95215 0.67608 3.53498
H 0.19800 2.69743 1.35392
H 1.33224 3.66009 1.84826
O 1.17003 2.87237 1.33596
```

- Total charge: +1
- E_tot: -1622.19173 hartree



A 3-piece molecular cluster, C31H40N4O7 overall, computed with the ωB97M-V functional and the def2-TZVPD basis.

XYZ file:
```
82
Properties=species:S:1:pos:R:3
C -0.16170 -2.46576 1.72882
C -0.37474 -1.75534 3.13671
C -0.27540 -0.17354 3.01034
O -1.45252 0.25243 2.31760
C -1.17799 1.28040 1.36260
C -0.33189 0.81479 0.12358
N -1.01154 1.18095 -1.16379
C 0.00208 1.59773 -2.15086
O -0.22682 2.23236 -3.13846
C 1.33206 0.99893 -1.57250
C 2.70881 1.30973 -2.27451
C 3.36209 -0.09925 -2.62164
C 3.86150 -0.85810 -1.35602
C 4.57621 -0.13941 -0.29703
C 5.06744 -0.85382 0.86085
C 4.85778 -2.28080 1.04879
C 4.14116 -2.99509 0.00052
C 3.63410 -2.29024 -1.17805
C 1.17439 1.34604 -0.02074
C 1.46273 2.85328 0.29624
C 1.82204 3.17458 1.79595
O 2.43163 4.49245 1.79351
C 2.86231 2.19052 2.45658
N 2.87640 2.50930 3.91776
H -0.41578 -3.54878 1.90585
H -0.90090 -2.10395 0.96653
H 0.90122 -2.36547 1.40025
H -1.45599 -1.94714 3.39104
H 0.30103 -2.16279 3.92825
H -0.22699 0.20401 4.07704
H 0.68442 0.15203 2.52975
H -2.17712 1.60576 0.95656
H -0.71412 2.19821 1.80611
H -0.16069 -0.29411 0.08395
H -1.33202 0.27152 -1.51166
H 1.20493 -0.10755 -1.70991
H 2.45790 1.75777 -3.27922
H 3.39455 1.96608 -1.69295
H 2.62100 -0.77726 -3.12884
H 4.21545 0.05160 -3.34369
H 4.71933 0.95406 -0.44876
H 5.61847 -0.28276 1.65022
H 5.23975 -2.77749 1.96343
H 3.98336 -4.08812 0.10838
H 3.06954 -2.89364 -1.92615
H 1.83566 0.57020 0.45724
H 0.56748 3.45629 -0.00184
H 2.31982 3.21350 -0.33660
H 0.94914 3.25794 2.48632
H 3.26097 4.38743 1.29902
H 3.88107 2.46368 2.08300
H 2.63269 1.10436 2.32467
H 2.04948 2.13468 4.37883
H 3.74024 2.19123 4.35051
O -0.71895 -1.33908 -3.03376
N -0.03182 -2.03036 -3.76695
O 0.93877 -2.66831 -3.39951
C -0.39580 -2.09194 -5.18404
C -1.47344 -1.34701 -5.64405
C -1.80077 -1.38912 -6.99129
C -1.05650 -2.17385 -7.86386
C 0.01427 -2.92380 -7.39181
C 0.34943 -2.88465 -6.04651
H -2.05877 -0.73260 -4.97212
H -2.63514 -0.80727 -7.36304
H -1.31140 -2.20033 -8.91719
H 0.58989 -3.53624 -8.07488
H 1.18687 -3.46958 -5.68863
O -6.46231 -0.57910 6.50340
N -7.15127 -0.12013 5.60931
O -8.36590 -0.03273 5.64984
C -6.47177 0.35569 4.39904
C -5.09178 0.23916 4.30001
C -4.45406 0.66851 3.14395
C -5.19708 1.21258 2.10257
C -6.57712 1.33442 2.21533
C -7.22053 0.90446 3.36723
H -4.50588 -0.18330 5.10602
H -3.37730 0.57658 3.05239
H -4.69816 1.54241 1.19786
H -7.15177 1.76169 1.40242
H -8.29576 1.00049 3.44464
```

- Total charge: 0
- SMILES: CCCOC[C@H]1NC(=O)[C@@H](CCc2ccccc2)[C@H]1C[C@H](O)CN.O=[N+]([O-])c1ccccc1.O=[N+]([O-])c1ccccc1
- E_tot: -1950.69452 hartree



An isolated ion of composition C4H7N2O2S and charge +1, computed with the ωB97M-V functional and the def2-TZVPD basis.

XYZ file:
```
16
Properties=species:S:1:pos:R:3
C 0.35619 1.34161 0.37914
C 0.15996 -1.15679 0.05003
C -0.57897 -2.23042 0.62239
C -0.49910 2.43782 0.07831
N 0.00160 0.16927 0.24602
N 1.26229 -1.59051 -0.68344
O 3.19561 0.00003 0.36878
O 1.63188 1.75802 0.96283
S 3.06128 1.13077 1.22553
H -1.36774 -2.03703 1.34164
H -0.11247 -3.16249 0.71754
H -0.48449 2.96644 -0.99598
H -0.41106 3.18408 0.82875
H -1.65696 2.14687 0.16719
H 1.29058 -2.57539 -0.92692
H 2.02194 -0.96235 -0.84159
```

- Total charge: +1
- E_tot: -814.40974 hartree



C28H37N8PS5V as an isolated structure, computed with the ωB97M-V functional and the def2-TZVPD basis.

XYZ file:
```
80
Properties=species:S:1:pos:R:3
V 0.12799 0.84061 -0.46062
C -4.93946 1.65324 1.24410
N -3.54244 1.30293 1.39982
C -2.96116 0.80014 2.53774
C -1.67021 0.50320 2.21576
N -1.46758 0.80824 0.90319
C -2.60811 1.27997 0.43248
P -2.88850 1.69729 -1.32281
C -3.12479 -0.06295 -1.77149
N -3.13568 -1.02254 -0.86850
C -3.52250 -2.15384 -1.51380
C -3.76389 -1.87909 -2.82860
N -3.52267 -0.54075 -2.99329
C -3.71165 0.16908 -4.23708
C -1.11633 2.24507 -1.61748
N -0.60085 3.02108 -0.62282
C 0.23775 3.91486 -1.21611
C 0.21395 3.75403 -2.56705
N -0.66313 2.73468 -2.83519
C -0.95321 2.22060 -4.14938
H -5.36607 1.80925 2.23145
H -5.47424 0.84799 0.74014
H -5.02721 2.57334 0.66963
H -3.51351 0.70783 3.45584
H -0.88166 0.08648 2.82028
H -3.59997 -3.10072 -1.00676
H -4.07559 -2.49801 -3.65242
H -4.45441 -0.36213 -4.82838
H -2.78698 0.22285 -4.80978
H -4.08917 1.17187 -4.03765
H 0.83375 4.59839 -0.63468
H 0.75857 4.24893 -3.35314
H -0.40536 2.80773 -4.88268
H -2.01649 2.31653 -4.37012
H -0.64854 1.17695 -4.23660
C 1.75417 -1.81189 5.73870
C 2.76250 -1.61551 4.61565
S 2.05453 -0.99899 3.06424
C 2.27871 -2.37327 1.92022
C 1.34638 -3.56625 2.07810
S -0.40529 -3.15978 1.84558
C -1.13647 -3.50713 3.45939
C -0.75125 -2.58488 4.61450
S 0.65160 -3.23308 5.57678
H 1.16410 -0.90581 5.88907
H 2.29234 -1.98111 6.67432
H 3.28675 -2.55054 4.41157
H 3.51432 -0.89073 4.93548
H 3.31749 -2.70842 1.98070
H 2.15687 -1.91922 0.93457
H 1.46660 -4.02630 3.05889
H 1.62177 -4.31266 1.33043
H -0.95884 -4.55100 3.72851
H -2.20975 -3.42214 3.27409
H -1.60389 -2.46752 5.28581
H -0.47717 -1.60509 4.22998
C 3.10639 -0.50317 -4.07540
C 2.46074 -0.63242 -2.71006
S 3.48965 -0.13028 -1.34666
C 1.22792 -1.15875 -2.57579
C 0.45958 -1.67287 -3.76905
S 0.33438 -1.38789 -1.06035
H 4.10311 -0.07973 -3.98561
H 2.52832 0.14775 -4.73920
H 3.19922 -1.46946 -4.57689
H 1.09814 -1.95860 -4.60453
H -0.24225 -0.91534 -4.13291
H -0.14409 -2.53083 -3.47556
N 4.08904 2.96125 4.11225
C 3.82645 2.74946 3.00795
C 3.50603 2.47156 1.65801
C 4.35708 2.84342 0.56154
C 4.02348 2.50874 -0.69344
C 2.87090 1.60080 -0.96431
N 1.90040 1.60664 0.11201
C 2.27822 1.93170 1.33905
H 5.23821 3.44120 0.75680
H 4.62766 2.81731 -1.53648
H 2.35833 1.87015 -1.89946
H 1.53696 1.78749 2.11746
```

- Total charge: 0
- Multiplicity: 4
- E_tot: -4803.47548 hartree



C20H49Cd2F12N3O8P2S2 as an isolated structure, computed with the ωB97M-V functional and the def2-TZVPD basis.

XYZ file:
```
98
Properties=species:S:1:pos:R:3
Cd -1.65175 -1.29203 1.28920
Cd 1.63530 1.83938 -1.59771
S -0.01377 0.24047 -0.27805
O 1.44586 0.10040 -0.51936
O -0.80348 -0.96331 -0.60948
O -0.49113 0.32631 1.14569
O -0.33994 1.46713 -1.01577
P 2.44587 4.02225 0.13404
F 3.79474 4.14651 0.99417
F 2.24965 2.43984 0.66161
F 1.53744 4.53655 1.32601
F 1.14397 3.80589 -0.82864
F 2.59993 5.49171 -0.45142
F 3.27857 3.37900 -1.14448
P 0.25780 4.06804 -4.41293
F 1.24152 3.39003 -5.52760
F 0.88665 2.97149 -3.33617
F 1.41262 5.10889 -3.98531
F -0.69066 4.64615 -3.23776
F -0.29398 5.10660 -5.49810
F -0.89884 2.98871 -4.78293
C -1.99836 -4.69837 2.80806
C -0.61244 -4.11219 2.50762
N -0.54260 -3.25747 1.29875
C -0.96275 -3.94946 0.05850
C -0.37052 -5.32460 -0.20025
C 0.89283 -2.91205 1.14760
C 1.51470 -1.99951 2.17999
H -2.40091 -5.25620 1.96147
H -2.72827 -3.93756 3.08927
H -1.97959 -5.42718 3.61861
H -0.27924 -3.56586 3.38735
H 0.10360 -4.93844 2.49084
H -2.05990 -3.98235 -0.00992
H -0.88650 -3.33511 -0.84313
H -0.59467 -6.05039 0.57992
H -0.68083 -5.76295 -1.14987
H 0.71010 -5.27207 -0.34324
H 0.99180 -2.43156 0.17012
H 1.46299 -3.83276 1.00141
H 2.60039 -1.94549 2.08749
H 1.47366 -2.45282 3.17960
H 1.10464 -0.99631 2.25682
C 4.80795 1.56306 -4.78116
C 3.77201 1.98201 -3.71445
N 2.95412 0.90444 -3.10873
C 2.12015 0.28255 -4.15178
C 0.97281 -0.59508 -3.62390
C 3.78982 -0.08483 -2.41329
C 4.62181 0.42558 -1.25905
H 5.27298 2.50457 -5.07543
H 4.34053 1.13066 -5.66355
H 5.59053 0.93266 -4.36137
H 4.32598 2.54372 -2.96781
H 3.08237 2.69548 -4.15827
H 2.71602 -0.31426 -4.85120
H 1.64388 1.05672 -4.75295
H 1.29608 -1.37089 -2.93801
H 0.52385 -1.05755 -4.50931
H 0.12844 -0.00327 -3.26940
H 3.20099 -0.92625 -2.05167
H 4.45256 -0.56127 -3.15083
H 5.34141 1.20898 -1.49629
H 3.97651 0.84325 -0.48113
H 5.16923 -0.39005 -0.78632
C -4.72210 -3.27050 0.83055
C -4.68558 -2.00034 1.70297
N -3.73510 -0.90890 1.27158
C -3.90776 -0.61384 -0.17938
C -5.31879 -0.21781 -0.67456
C -4.20105 0.26639 2.05137
C -3.34135 1.53577 1.88530
H -4.45738 -3.15894 -0.21635
H -5.75064 -3.63359 0.86680
H -4.13931 -4.08707 1.24885
H -5.69404 -1.58936 1.72042
H -4.44600 -2.25669 2.73342
H -3.26552 0.15735 -0.60323
H -3.64735 -1.52802 -0.71160
H -5.28978 -0.01584 -1.73969
H -5.99236 -1.06754 -0.51619
H -5.76701 0.56458 -0.06833
H -4.18313 0.07145 3.12881
H -5.24676 0.51857 1.87679
H -3.65310 2.43015 2.41381
H -3.34272 1.77148 0.81838
H -2.31122 1.28709 2.13400
C 0.59871 2.36230 3.86185
C 1.05967 1.69066 5.17320
O 1.75558 2.72130 5.82391
S 0.99098 4.10939 5.62935
O 1.90849 5.19796 5.59599
O -0.15176 4.13464 6.49406
O 0.50916 3.78967 4.09492
H -0.34444 2.03597 3.42993
H 1.38005 2.32738 3.10029
H 1.58758 0.76360 4.96984
H 0.19953 1.46318 5.81680
```

- Total charge: 0
- E_tot: -4570.97194 hartree



Question: Which value of E_tot does entry 5 give?
Answer: -4803.47548 hartree